1.
Computed, not measured: 13 unconnected molecules or ions with the total composition C13H52O13, with ωB97M-V/def2-TZVPD.

Its HOMO energy is -8.9 eV. The total energy is -1504.3401 hartree. Its strongest force on any atom is 1.74 eV/Å.

XYZ file:
```
78
C13H52O13 ωB97M-V/def2-TZVPD
C -1.142 -0.653 -3.523
O -1.914 -1.741 -3.879
H -1.412 0.139 -4.221
H -1.294 -0.290 -2.506
H -0.083 -0.888 -3.627
H -1.545 -2.460 -3.360
C 4.283 1.619 2.371
O 3.291 0.658 1.943
H 4.320 1.491 3.453
H 5.254 1.413 1.920
H 4.037 2.662 2.174
H 3.301 0.702 0.984
C -1.424 -4.640 -1.229
O -1.295 -3.930 -2.440
H -1.526 -3.961 -0.383
H -2.377 -5.168 -1.195
H -0.572 -5.301 -1.072
H -1.347 -4.553 -3.168
C -4.181 2.359 1.641
O -4.268 3.765 1.365
H -3.285 1.914 1.209
H -4.039 2.000 2.660
H -4.996 1.864 1.111
H -5.097 4.012 1.780
C -1.439 0.682 3.685
O -1.817 1.601 4.684
H -2.019 0.778 2.767
H -0.419 0.726 3.301
H -1.535 -0.329 4.080
H -1.066 1.831 5.236
C 1.899 2.439 -3.143
O 0.624 2.973 -3.191
H 2.357 2.507 -4.130
H 2.504 3.007 -2.436
H 1.761 1.429 -2.756
H 0.181 2.535 -3.921
C 1.958 -3.376 0.017
O 2.052 -4.766 0.383
H 1.545 -3.230 -0.980
H 1.265 -2.917 0.722
H 2.900 -2.833 0.104
H 2.432 -5.307 -0.313
C 0.188 -0.530 0.206
O -0.828 0.498 0.055
H 0.896 -0.437 -0.617
H 0.729 -0.542 1.153
H -0.255 -1.525 0.165
H -1.597 0.159 0.518
C -3.998 -1.316 -0.119
O -3.200 -0.891 0.998
H -4.999 -1.451 0.290
H -4.068 -0.548 -0.889
H -3.631 -2.248 -0.549
H -3.339 -1.483 1.741
C 3.259 -2.293 3.045
O 2.240 -1.355 3.378
H 4.099 -2.121 3.719
H 2.896 -3.298 3.260
H 3.544 -2.114 2.008
H 2.487 -0.549 2.919
C -3.366 2.260 -1.922
O -2.569 3.221 -2.688
H -4.401 2.601 -1.946
H -3.362 1.267 -2.371
H -3.008 2.151 -0.898
H -3.022 3.343 -3.525
C 4.133 -0.413 -1.376
O 3.825 0.854 -0.720
H 3.569 -1.205 -0.883
H 3.854 -0.296 -2.424
H 5.207 -0.596 -1.380
H 4.345 1.519 -1.178
C 0.993 3.274 0.845
O -0.004 3.197 -0.189
H 1.407 4.267 1.019
H 0.593 2.995 1.820
H 1.800 2.563 0.665
H -0.290 2.283 -0.248
```

***

2.
Computed, not measured: 13 unconnected molecules or ions with the total composition C13H52O13, with ωB97M-V/def2-TZVPD.

Its HOMO energy is -9.8 eV. The total energy is -1504.3480 hartree. Its strongest force on any atom is 2.40 eV/Å.

XYZ file:
```
78
C13H52O13 ωB97M-V/def2-TZVPD
C -3.118 0.256 -3.135
O -2.521 0.892 -4.269
H -2.370 0.240 -2.342
H -3.974 0.726 -2.652
H -3.276 -0.747 -3.531
H -1.745 0.358 -4.453
C 0.352 3.030 -2.815
O 0.824 1.761 -2.377
H -0.715 3.091 -2.599
H 0.821 3.860 -2.287
H 0.512 3.169 -3.884
H 0.374 1.573 -1.550
C -3.373 -1.456 4.571
O -2.681 -0.919 3.491
H -4.016 -0.756 5.104
H -3.906 -2.383 4.358
H -2.683 -1.784 5.349
H -1.938 -0.409 3.822
C -1.594 -4.686 -0.684
O -1.459 -5.658 -1.668
H -2.651 -4.421 -0.648
H -1.270 -4.878 0.338
H -1.076 -3.777 -0.992
H -1.596 -6.549 -1.338
C 4.005 -0.582 2.236
O 4.980 -0.433 1.170
H 4.334 -1.390 2.890
H 3.902 0.281 2.894
H 3.059 -0.815 1.748
H 5.237 0.488 1.081
C 0.658 0.299 4.012
O -0.638 0.795 3.970
H 0.564 -0.758 4.262
H 1.149 0.486 3.057
H 1.353 0.751 4.720
H -0.652 1.729 3.747
C 2.087 -3.421 -1.221
O 2.381 -2.030 -0.896
H 2.012 -3.949 -0.271
H 1.099 -3.460 -1.681
H 2.931 -3.674 -1.863
H 3.336 -1.998 -0.808
C 4.008 0.440 -2.102
O 3.808 1.405 -3.132
H 5.025 0.503 -1.714
H 3.294 0.444 -1.278
H 3.917 -0.556 -2.535
H 2.872 1.613 -3.094
C 0.978 -1.293 -3.984
O 0.377 -1.231 -5.242
H 1.749 -0.528 -4.073
H 0.295 -1.338 -3.136
H 1.542 -2.226 -3.953
H 1.053 -1.448 -5.888
C -0.237 -0.143 0.249
O -0.611 1.188 -0.114
H 0.823 -0.266 0.026
H -0.424 -0.261 1.316
H -0.734 -0.873 -0.390
H -1.511 1.253 0.216
C -4.791 -0.165 0.588
O -3.407 0.056 0.700
H -5.299 -0.085 -0.373
H -4.967 -1.217 0.814
H -5.435 0.334 1.312
H -3.164 -0.270 1.569
C -2.284 3.805 2.347
O -1.069 3.282 2.897
H -2.988 3.173 1.806
H -2.739 4.159 3.273
H -2.094 4.637 1.669
H -0.439 3.134 2.187
C 2.503 3.536 0.882
O 1.538 2.744 1.431
H 3.083 4.052 1.647
H 3.207 2.844 0.420
H 2.098 4.226 0.141
H 1.305 2.220 0.661
```

***

3.
Computed, not measured: a molecular structure, C13H5Cl3CrO8, with ωB97M-V/def2-TZVPD.

The total charge is -2. Its HOMO energy (spin up / spin down) is -1.5 / -1.5 eV. The expectation value of S² is 6.018. As for the spin multiplicity: 5. The total energy is -3525.4061 hartree. Its strongest force on any atom is 3.38 eV/Å.

XYZ file:
```
30
C13H5Cl3CrO8 ωB97M-V/def2-TZVPD
Cr 0.674 1.549 0.670
C 0.093 -2.426 0.876
C -1.071 -3.042 0.274
C -2.404 -2.222 0.093
O -3.331 -2.744 -0.483
C -2.382 -0.845 0.572
C -1.242 -0.335 1.146
C 0.055 -1.119 1.252
O 1.162 -0.467 1.521
O -1.222 0.951 1.433
O -1.044 -4.161 -0.205
H 1.001 -3.008 0.915
H -3.257 -0.239 0.390
C -0.878 0.700 -2.858
C -0.007 1.259 -1.905
C 1.431 0.679 -1.688
O 2.187 1.266 -0.846
C 1.659 -0.590 -2.227
C 0.717 -1.215 -3.094
C -0.606 -0.567 -3.416
O -1.439 -1.150 -4.116
O 0.903 -2.412 -3.349
O -0.295 2.145 -1.045
H -1.839 1.152 -3.052
H 2.564 -1.012 -1.812
C 1.783 3.498 4.246
Cl 2.154 5.271 4.304
Cl 1.585 2.943 2.586
Cl 0.357 3.097 5.209
H 2.695 3.044 4.607
```

***

4.
Computed, not measured: C13H5F5O3S in the gas phase, with ωB97M-V/def2-TZVPD.

Its HOMO energy is -9.5 eV. The total energy is -1621.5772 hartree. Its strongest force on any atom is 4.32 eV/Å.

XYZ file:
```
27
C13H5F5O3S ωB97M-V/def2-TZVPD
O 2.431 -2.127 -2.063
O 1.896 1.556 -3.945
F -3.489 -1.347 5.089
F -1.914 0.978 5.288
F -3.790 -2.569 2.639
F -0.501 1.816 3.100
F -2.476 -1.733 0.483
O 0.353 2.174 -1.802
S 0.566 -1.558 -0.263
C 1.562 -1.291 -1.702
C 2.262 0.588 -3.295
C 1.481 0.085 -2.202
C 0.547 0.838 -1.520
C -0.093 0.118 -0.391
C -0.917 0.753 0.511
C -2.843 -0.826 3.987
C -2.062 0.333 4.128
C -2.991 -1.511 2.774
C -1.363 0.776 2.989
C -2.277 -1.046 1.647
C -1.501 0.139 1.733
C 3.632 0.035 -3.652
H 0.691 2.351 -2.703
H -1.190 1.756 0.314
H 4.196 -0.183 -2.731
H 3.550 -0.882 -4.204
H 4.240 0.776 -4.209
```

***

5.
Computed, not measured: a molecular structure, C13H6Br4N2O6V, with ωB97M-V/def2-TZVPD.

The total charge is -1. Its HOMO energy (spin up / spin down) is -5.9 / -5.9 eV. The expectation value of S² is 2.011. As for the spin multiplicity: 3. The total energy is -12300.2614 hartree. Its strongest force on any atom is 2.30 eV/Å.

XYZ file:
```
32
C13H6Br4N2O6V ωB97M-V/def2-TZVPD
V 0.026 0.003 0.017
O 6.997 0.107 0.079
C 6.273 1.117 -0.004
O 6.531 2.329 0.088
C 4.760 0.796 -0.021
C 4.322 -0.520 -0.037
C 2.970 -0.796 -0.043
N 2.050 0.179 -0.025
C 2.470 1.466 -0.009
C 3.798 1.808 -0.019
C 1.320 2.458 -0.029
O 1.465 3.644 -0.018
O 0.139 1.820 -0.037
H 5.062 -1.308 -0.046
H 2.583 -1.808 -0.064
H 4.110 2.844 -0.016
Br -3.468 -5.910 0.052
C -3.046 -4.069 0.010
C -4.045 -3.103 0.027
Br -5.863 -3.605 0.091
C -3.710 -1.740 -0.003
Br -4.997 -0.363 0.025
C -2.382 -1.341 -0.053
O -1.951 -0.091 -0.093
C -1.376 -2.334 -0.067
O -0.119 -1.839 -0.142
C -1.702 -3.667 -0.039
Br -0.262 -4.888 -0.053
N -0.015 0.021 2.162
H 0.314 0.913 2.517
H 0.544 -0.723 2.565
H -0.983 -0.100 2.445
```

***

6.
Computed, not measured: a molecular structure, C13H6N3OsS3, with ωB97M-V/def2-TZVPD.

The total charge is +1. Its HOMO energy is -12.4 eV. The total energy is -1948.1680 hartree. Its strongest force on any atom is 2.53 eV/Å.

XYZ file:
```
26
C13H6N3OsS3 ωB97M-V/def2-TZVPD
Os 0.302 -1.406 -0.227
S 2.472 -2.187 -0.567
C 2.799 -1.492 0.981
C 4.096 -0.885 1.120
N 5.130 -0.391 1.188
C 1.922 -1.483 2.047
S 0.322 -2.096 1.912
C 2.304 -0.911 3.307
N 2.588 -0.419 4.305
S -3.793 -0.091 -1.005
C -3.906 -1.800 -0.854
C -2.702 -2.388 -0.650
C -1.642 -1.431 -0.620
C -2.110 -0.139 -0.842
C -1.174 0.979 -0.869
C -1.476 2.323 -0.896
C -0.440 3.246 -0.882
C 0.875 2.804 -0.872
C 1.115 1.448 -0.832
N 0.112 0.561 -0.815
H -4.874 -2.275 -0.906
H -2.576 -3.454 -0.528
H -2.512 2.638 -0.909
H -0.658 4.306 -0.871
H 1.705 3.494 -0.884
H 2.121 1.051 -0.830
```

***

Q: Among the records above, which one has the highest strongest force on any atom?
A: C13H5F5O3S

***

Q: The highest strongest force on any atom belongs to which entry?
A: C13H5F5O3S

***

Q: The lowest strongest force on any atom belongs to which entry?
A: number 1

***

Copy entry 1 word for word.
Computed, not measured: 13 unconnected molecules or ions with the total composition C13H52O13, with ωB97M-V/def2-TZVPD.

Its HOMO energy is -8.9 eV. The total energy is -1504.3401 hartree. Its strongest force on any atom is 1.74 eV/Å.

XYZ file:
```
78
C13H52O13 ωB97M-V/def2-TZVPD
C -1.142 -0.653 -3.523
O -1.914 -1.741 -3.879
H -1.412 0.139 -4.221
H -1.294 -0.290 -2.506
H -0.083 -0.888 -3.627
H -1.545 -2.460 -3.360
C 4.283 1.619 2.371
O 3.291 0.658 1.943
H 4.320 1.491 3.453
H 5.254 1.413 1.920
H 4.037 2.662 2.174
H 3.301 0.702 0.984
C -1.424 -4.640 -1.229
O -1.295 -3.930 -2.440
H -1.526 -3.961 -0.383
H -2.377 -5.168 -1.195
H -0.572 -5.301 -1.072
H -1.347 -4.553 -3.168
C -4.181 2.359 1.641
O -4.268 3.765 1.365
H -3.285 1.914 1.209
H -4.039 2.000 2.660
H -4.996 1.864 1.111
H -5.097 4.012 1.780
C -1.439 0.682 3.685
O -1.817 1.601 4.684
H -2.019 0.778 2.767
H -0.419 0.726 3.301
H -1.535 -0.329 4.080
H -1.066 1.831 5.236
C 1.899 2.439 -3.143
O 0.624 2.973 -3.191
H 2.357 2.507 -4.130
H 2.504 3.007 -2.436
H 1.761 1.429 -2.756
H 0.181 2.535 -3.921
C 1.958 -3.376 0.017
O 2.052 -4.766 0.383
H 1.545 -3.230 -0.980
H 1.265 -2.917 0.722
H 2.900 -2.833 0.104
H 2.432 -5.307 -0.313
C 0.188 -0.530 0.206
O -0.828 0.498 0.055
H 0.896 -0.437 -0.617
H 0.729 -0.542 1.153
H -0.255 -1.525 0.165
H -1.597 0.159 0.518
C -3.998 -1.316 -0.119
O -3.200 -0.891 0.998
H -4.999 -1.451 0.290
H -4.068 -0.548 -0.889
H -3.631 -2.248 -0.549
H -3.339 -1.483 1.741
C 3.259 -2.293 3.045
O 2.240 -1.355 3.378
H 4.099 -2.121 3.719
H 2.896 -3.298 3.260
H 3.544 -2.114 2.008
H 2.487 -0.549 2.919
C -3.366 2.260 -1.922
O -2.569 3.221 -2.688
H -4.401 2.601 -1.946
H -3.362 1.267 -2.371
H -3.008 2.151 -0.898
H -3.022 3.343 -3.525
C 4.133 -0.413 -1.376
O 3.825 0.854 -0.720
H 3.569 -1.205 -0.883
H 3.854 -0.296 -2.424
H 5.207 -0.596 -1.380
H 4.345 1.519 -1.178
C 0.993 3.274 0.845
O -0.004 3.197 -0.189
H 1.407 4.267 1.019
H 0.593 2.995 1.820
H 1.800 2.563 0.665
H -0.290 2.283 -0.248
```